{"formula": "C5H22NO8", "method": "the ωB97M-V functional and the def2-TZVPD basis", "symbols": ["O", "C", "O", "C", "C", "C", "C", "N", "H", "H", "H", "H", "H", "H", "H", "H", "H", "H", "H", "H", "O", "H", "H", "O", "H", "H", "O", "H", "H", "O", "H", "H", "O", "H", "H", "O"], "coordinates": [[-1.7849, -0.2218, -0.4268], [-1.9622, 0.9699, -0.4416], [-3.0283, 1.5264, 0.2025], [-1.1050, 2.0168, -1.0988], [0.2618, 2.3146, -0.4907], [1.0395, 0.9571, -0.6639], [1.8494, 0.7144, -1.6762], [0.9498, -0.0163, 0.4247], [-3.3711, 0.8295, 0.7856], [-1.6883, 2.9560, -1.0614], [-1.1218, 1.8241, -2.1844], [0.1805, 2.6485, 0.5543], [0.9002, 2.9798, -1.0529], [2.3042, -0.2461, -1.8146], [2.0474, 1.4184, -2.4656], [0.7045, -0.9509, 0.0356], [0.1300, 0.3275, 1.0771], [1.8487, -0.2045, 0.8659], [-1.0762, 0.8868, 2.7365], [-0.6432, -0.5809, 3.0485], [-0.4864, 0.1731, 2.4610], [-1.5554, -3.2733, 1.1541], [-1.4122, -2.0521, 1.7315], [-1.5297, -2.9580, 2.0767], [1.8009, -2.4224, 2.8915], [0.9277, -2.9921, 1.7984], [1.2790, -2.1521, 2.1246], [3.6406, 1.1143, 2.4366], [3.3625, 1.7506, 0.8211], [3.1785, 1.2615, 1.6210], [-0.5681, -0.5018, -4.0703], [0.9497, -0.1068, -4.3516], [0.3027, -0.3844, -3.6857], [-0.5665, -1.8866, -1.1422], [0.5044, -2.2706, -2.3277], [0.1966, -2.3959, -1.4244]], "forces_ev_per_angstrom": [[0.4, -0.3, 0.0], [-0.7, 0.7, 0.6], [1.0, -0.4, 0.0], [-1.6, 2.2, -1.0], [0.9, -3.2, -0.2], [1.1, 1.5, 0.6], [-0.2, 0.0, 0.0], [-1.9, -0.1, -1.2], [-0.4, 0.0, -0.3], [0.1, -0.4, 0.2], [0.7, -0.4, 0.4], [0.1, -0.2, -0.3], [-0.6, 0.7, -0.2], [0.3, -0.4, 0.2], [-0.2, 0.3, 0.0], [-0.1, 0.5, 0.1], [2.3, -1.6, -0.4], [0.0, 0.8, 0.7], [0.0, -0.2, 0.3], [0.2, 0.1, -0.1], [-1.0, 0.5, 0.9], [-0.3, -1.3, 0.5], [-0.1, 0.3, 1.1], [0.2, 0.9, -1.9], [0.0, 0.2, -0.1], [-0.1, 0.1, 0.0], [0.3, -0.3, 0.2], [1.3, 0.9, -0.4], [1.4, 0.4, 0.8], [-2.6, -1.3, -0.5], [0.1, 0.1, -0.5], [-0.7, -0.2, -0.1], [0.4, -0.1, 0.3], [-0.3, 0.4, -1.2], [-0.7, 0.7, 0.0], [0.8, -0.8, 1.3]], "gap_ev": 10.793, "relative_energy_kj_mol": 225.4, "e_homo_ev": -13.46, "total_charge": 1, "energy_ha": -860.13575, "max_force_ev_per_a": 3.33}